Record 1
Computed, not measured: 9 unconnected molecules or ions with the total composition C7H31NO8 in a non-equilibrium geometry, with wB97M-V/def2-TZVPD.

Relative energy (zero: lowest compared OMol25 entry of this formula, charge and spin) in kcal/mol: 37.7
Structure (SMILES): CCCC/C=C(/C)N.O.O.O.O.O.O.O.O
Frontier orbital gap in Ha: 0.3343
E_tot in a.u.: -941.9582

```
47
Properties=species:S:1:pos:R:3:forces:R:3
C 2.62368 1.21842 1.88792 0.82 0.24 1.01
C 1.25672 1.08543 2.54911 0.41 0.20 -0.43
C 0.11790 1.60369 1.71979 -3.83 0.81 0.17
C -0.07849 1.41219 0.21851 2.32 -0.14 -1.12
N -0.64000 0.84030 -2.51903 -0.43 -0.09 0.95
C -0.11280 -0.18547 -1.66452 -0.19 -0.89 -0.55
C 0.15119 0.04845 -0.37876 -0.55 0.28 0.45
C 0.09873 -1.51182 -2.38505 -0.28 0.57 0.80
H 3.36789 0.90176 2.64395 -0.09 -0.02 -0.58
H 2.92594 2.22049 1.58127 -0.35 0.21 0.14
H 2.74128 0.62838 0.98522 -0.11 -0.19 -0.05
H 1.14014 0.03571 2.77923 -0.07 0.01 -0.01
H 1.20049 1.54730 3.54303 0.27 0.19 -0.29
H -0.87384 1.23708 2.08927 0.88 -0.56 0.37
H -0.20222 2.65823 1.90884 1.35 -0.18 -0.12
H -1.06877 1.74077 -0.06361 0.10 0.57 0.05
H 0.70408 1.97163 -0.36931 -0.87 0.43 0.60
H -1.45704 1.26020 -2.08091 0.26 0.46 -0.02
H -0.95692 0.50420 -3.41554 0.22 -0.21 -0.11
H 0.52202 -0.70101 0.29992 0.05 -0.38 -0.38
H 1.08789 -1.92623 -2.13971 -0.18 0.17 -0.84
H -0.61466 -2.25603 -2.05546 -0.31 -0.18 0.33
H -0.20139 -1.32008 -3.41569 1.02 -0.50 -0.28
H 3.15273 1.62094 -2.11822 -0.51 -0.44 0.07
H 2.19510 0.45777 -1.65045 0.43 0.49 -0.12
O 3.09473 0.82196 -1.56709 0.14 -0.30 0.21
H -1.63945 -0.70774 1.80258 -0.75 -0.07 0.41
H -3.14541 -0.67326 2.32250 0.32 0.03 0.29
O -2.58622 -0.50381 1.56002 0.08 0.33 -0.33
H -1.50844 -3.11787 0.19348 0.62 0.00 -0.01
H 0.01787 -2.81446 0.18284 0.09 -0.07 -0.11
O -0.64386 -3.37561 0.60232 -0.40 -0.12 0.04
H 1.37991 3.37581 -2.57824 0.17 0.58 -0.03
H 0.94982 1.97797 -2.75761 0.07 0.15 -0.70
O 1.57729 2.63004 -3.14609 -0.34 -0.38 0.49
H -3.09670 -1.71916 0.35361 0.43 -0.50 -0.36
H -2.61824 -1.42145 -1.01220 0.10 -0.74 0.04
O -2.81440 -2.20660 -0.46355 -0.67 1.13 -0.06
H -4.01569 2.59323 0.43468 -0.01 0.30 -0.19
H -2.93731 1.58997 0.26134 0.14 -0.18 0.09
O -3.19505 2.46386 -0.05670 -0.32 -0.29 0.23
H 0.54804 -1.37288 2.39927 -0.12 -0.42 0.01
H -0.57701 -2.36296 2.02118 0.39 0.20 0.46
O -0.35748 -1.60828 2.63608 -0.42 -0.39 -0.46
H 2.73716 -2.83081 0.54188 0.29 0.06 -0.07
H 2.59599 -1.26803 0.48034 0.35 -0.19 -0.16
O 2.18783 -2.08484 0.78632 -0.54 0.04 0.21
```
Forces are in eV/Å.


Record 2
Computed, not measured: a molecular structure, C42H43InN3O4PS, with wB97M-V/def2-TZVPD.

Net charge: +2
Relative energy (zero: lowest compared OMol25 entry of this formula, charge and spin) in kcal/mol: 0.0
Frontier orbital gap in Ha: 0.3023
E_tot in a.u.: -3020.7141

```
95
Properties=species:S:1:pos:R:3:forces:R:3
In 0.09861 1.71856 0.16051 0.26 0.34 -0.06
C -2.05459 -5.79353 -0.51074 0.01 0.11 0.13
O -2.08098 -4.41113 -0.13944 -0.04 -0.08 -0.18
C -2.98241 -4.02903 0.79866 0.06 -0.17 0.07
C -3.74137 -4.89522 1.57406 -0.03 0.01 0.05
C -4.65306 -4.38349 2.48988 0.00 0.00 0.02
C -4.82614 -3.01602 2.63610 0.02 -0.04 -0.03
C -4.06882 -2.15009 1.86012 -0.01 0.06 0.03
C -3.13442 -2.65061 0.96774 0.15 0.03 -0.11
N -2.34096 -1.80450 0.13552 -0.26 0.01 0.08
C -1.57230 -0.78113 0.53431 0.10 0.19 -0.11
N -1.48665 -0.56036 1.85847 0.25 0.12 0.01
C -0.66571 0.29356 2.65210 -0.11 0.00 -0.19
C 0.03304 1.41504 2.22214 0.05 0.01 0.16
C 0.79227 2.14800 3.14789 -0.14 -0.13 -0.01
C 0.82595 1.77570 4.47664 -0.03 -0.04 0.02
C 0.11246 0.65892 4.90996 0.11 0.10 0.04
C -0.62583 -0.07942 4.00765 -0.08 -0.06 0.11
O -1.35972 -1.17667 4.31945 0.00 -0.10 0.14
C -1.36824 -1.61754 5.68062 0.01 0.09 -0.09
N -0.96292 -0.01216 -0.37461 -0.01 -0.23 -0.09
C -1.07770 -0.36743 -1.75949 -0.03 0.03 0.14
C -1.98738 0.28498 -2.57708 -0.08 -0.04 -0.04
C -2.09077 -0.04067 -3.92466 0.00 -0.01 0.04
C -1.27377 -1.03157 -4.44372 0.03 -0.04 0.00
C -0.34798 -1.69041 -3.63889 -0.04 0.09 -0.03
C -0.23737 -1.35522 -2.29356 -0.05 0.00 -0.15
O 0.63923 -1.92249 -1.42692 0.02 -0.23 -0.19
C 1.48809 -2.95516 -1.93400 -0.11 0.05 0.04
H -1.50346 -5.85147 -1.44283 0.08 0.04 -0.01
H -3.06015 -6.17850 -0.67048 -0.06 0.02 -0.02
H -1.54827 -6.38306 0.25339 -0.01 -0.04 0.03
H -3.61989 -5.96467 1.48219 -0.02 0.01 -0.02
H -5.23695 -5.06974 3.09003 0.01 0.02 -0.03
H -5.55540 -2.62479 3.33216 0.03 0.00 -0.01
H -4.20426 -1.07808 1.94256 -0.03 -0.02 -0.02
H -2.28850 -2.04997 -0.84227 -0.01 -0.01 -0.01
H -1.96098 -1.25677 2.42215 0.03 0.00 0.05
H 1.35315 3.01801 2.82796 -0.02 0.00 -0.01
H 1.39851 2.35075 5.19382 -0.02 -0.03 -0.04
H 0.13880 0.37605 5.95284 0.01 0.02 -0.03
H -1.99234 -2.50371 5.70825 -0.02 -0.02 -0.04
H -1.79230 -0.85077 6.32935 0.00 0.01 0.01
H -0.35850 -1.86717 6.00730 0.01 -0.02 0.01
H -2.63033 1.04228 -2.14004 0.00 -0.01 0.00
H -2.81519 0.46027 -4.55355 0.03 -0.01 0.02
H -1.35729 -1.30994 -5.48692 0.02 0.02 0.04
H 0.27992 -2.45728 -4.06921 -0.03 0.01 0.00
H 2.12539 -3.25430 -1.10910 0.04 0.01 0.05
H 2.10461 -2.59135 -2.75780 0.00 0.02 -0.01
H 0.90154 -3.81155 -2.26626 -0.04 -0.01 -0.02
C 0.91537 4.88945 -1.21177 0.01 0.03 0.02
P -0.16239 3.49368 -1.61582 -0.03 0.03 0.14
C 0.35512 2.96052 -3.25807 0.11 -0.05 -0.03
C -1.83617 4.12351 -1.69720 -0.17 -0.01 0.04
C -2.23730 4.93218 -2.76232 -0.04 -0.01 0.01
C -3.51856 5.45927 -2.78315 0.00 -0.02 0.01
C -4.40125 5.18659 -1.74371 -0.02 0.03 -0.03
C -4.01028 4.38259 -0.68268 0.03 -0.02 -0.01
C -2.72950 3.84808 -0.66106 -0.03 0.06 -0.09
H 0.66886 5.72166 -1.87243 0.05 0.01 0.00
H 1.95616 4.60000 -1.35215 0.00 -0.01 0.01
H 0.76240 5.20143 -0.17908 -0.02 0.02 -0.02
H 0.40517 3.82594 -3.91999 -0.01 -0.03 -0.02
H -0.33770 2.22362 -3.65877 -0.03 -0.01 -0.01
H 1.34848 2.51597 -3.18012 0.00 0.02 0.00
H -1.55794 5.15453 -3.57726 -0.01 0.00 0.02
H -3.82964 6.08521 -3.60966 0.01 -0.02 0.03
H -5.39998 5.60495 -1.76286 0.04 -0.02 0.00
H -4.70000 4.17281 0.12508 0.03 0.01 -0.03
H -2.43367 3.22069 0.17296 0.02 -0.02 0.05
O 2.18069 1.82598 -0.50634 0.05 -0.19 -0.05
S 3.51950 1.60602 0.24325 -0.15 0.10 0.12
C 4.66787 1.15112 -1.01121 -0.07 -0.07 -0.15
C 5.86993 1.84082 -1.02891 0.05 -0.02 -0.03
C 6.81217 1.51404 -1.99799 0.01 0.01 0.01
C 6.52917 0.52849 -2.92924 -0.02 -0.01 -0.01
C 5.30841 -0.14678 -2.90446 0.03 0.00 0.00
C 4.36746 0.15731 -1.94005 0.09 0.04 0.01
C 3.31429 0.09146 1.14248 -0.04 -0.07 0.10
C 4.11139 -0.08245 2.26533 0.00 0.00 0.00
C 3.95681 -1.23540 3.02114 -0.02 -0.03 0.00
C 3.00129 -2.17842 2.66137 0.01 0.01 0.01
C 2.20557 -1.98243 1.53818 0.01 -0.01 0.05
C 2.36101 -0.84302 0.76465 0.08 0.10 0.01
H 6.07262 2.61656 -0.29957 -0.02 -0.02 -0.02
H 7.76080 2.03400 -2.02420 -0.03 -0.01 0.00
H 7.26195 0.28118 -3.68666 -0.02 0.00 0.03
H 5.10149 -0.91700 -3.63596 0.02 0.02 0.00
H 3.41804 -0.36300 -1.90762 -0.01 0.02 0.03
H 4.83994 0.66939 2.54904 -0.04 -0.03 0.00
H 4.57313 -1.39047 3.89721 -0.02 0.00 -0.03
H 2.87465 -3.07093 3.26160 0.01 0.03 -0.02
H 1.46060 -2.71919 1.26185 -0.01 0.02 0.00
H 1.74542 -0.70509 -0.11602 0.10 0.02 0.13
```
Forces are in eV/Å.


Record 3
Computed, not measured: a molecular structure, C37H50B2BrF4MnN9O3 in a non-equilibrium geometry, with wB97M-V/def2-TZVPD.

Expectation value of S²: 6.09
Net charge: -1
Relative energy (zero: lowest compared OMol25 entry of this formula, charge and spin) in kcal/mol: 53.7
Frontier orbital gap (spin up / spin down) in Ha: 0.2349 / 0.2829
Spin multiplicity: 5
E_tot in a.u.: -6333.0447

```
107
Properties=species:S:1:pos:R:3:forces:R:3
Mn -0.27500 -0.30490 0.33400 -0.70 2.95 -0.32
C 2.97420 -3.13180 1.09980 0.06 0.09 -0.02
C 3.61330 -1.78210 0.75850 -0.22 -0.16 -0.12
C 3.46070 -1.41660 -0.71630 0.04 -0.06 0.32
C 3.01530 -0.69310 1.59910 0.13 0.20 0.24
C 3.49470 -0.21820 2.81990 -0.18 0.14 -0.09
C 2.68700 0.85660 3.14530 0.03 -0.21 -0.03
C 2.74400 1.65580 4.40600 0.16 0.07 0.05
C 2.66830 0.72260 5.61730 -0.20 0.11 -0.15
C 4.02970 2.48510 4.43410 -0.25 0.04 0.01
N 1.80190 1.01570 2.14040 0.30 0.05 0.53
N 1.97220 0.04580 1.22420 -0.54 -0.69 -0.53
B 0.95850 2.25240 1.78160 -0.13 -0.33 -0.36
N 1.10180 2.53090 0.25710 0.12 0.47 0.17
N 0.94210 1.55450 -0.66540 -0.59 -0.87 -0.56
C 1.29990 2.04000 -1.85360 -0.08 0.25 0.18
C 1.66890 3.37950 -1.69360 0.04 0.00 0.40
C 1.52560 3.66200 -0.34950 0.20 0.12 -0.63
C 1.65960 5.05690 0.19340 -0.10 -0.01 0.30
C 0.26430 5.60240 0.50520 0.18 0.04 -0.17
C 2.60110 5.24540 1.38550 -0.03 0.00 -0.17
C 1.30030 1.36130 -3.19920 -0.03 -0.36 -0.10
C 2.56410 1.74660 -3.98120 -0.28 0.06 0.04
C 1.19120 -0.15900 -3.17990 -0.19 0.25 0.19
N -0.53140 2.03410 2.10600 0.10 0.46 0.47
N -1.28460 1.21820 1.33670 0.00 -0.51 -0.45
C -2.54770 1.29350 1.78730 -0.28 0.26 0.39
C -2.58800 2.17140 2.86610 0.23 -0.04 -0.28
C -1.28740 2.61020 3.05740 -0.09 -0.25 -0.30
C -0.80030 3.46180 4.19230 0.06 0.11 0.02
C -1.29160 2.84290 5.50480 0.26 -0.05 -0.17
C -1.26980 4.91540 4.08060 0.20 -0.20 -0.06
C -3.74800 0.61490 1.20130 0.08 -0.20 -0.18
C -4.03930 1.19910 -0.18340 0.02 0.01 0.15
C -3.58420 -0.90310 1.15360 0.13 0.17 0.19
H 3.24760 -3.89240 0.36630 0.02 -0.05 0.00
H 1.89060 -3.03940 1.13460 -0.01 -0.04 0.01
H 3.30390 -3.45930 2.08370 -0.05 -0.10 0.08
H 4.68410 -1.84130 0.99960 -0.18 0.09 0.02
H 2.40920 -1.25620 -0.92820 0.06 0.00 -0.16
H 3.85030 -2.19860 -1.36440 0.02 -0.11 -0.08
H 3.99200 -0.48850 -0.91870 0.00 0.12 -0.13
H 4.31950 -0.60460 3.38370 0.18 -0.10 0.14
H 1.87540 2.31170 4.44700 0.05 0.06 -0.06
H 3.50890 0.03450 5.63740 0.16 -0.08 0.00
H 1.75220 0.14400 5.56820 -0.09 -0.14 0.06
H 2.67040 1.30130 6.53970 0.04 0.07 0.10
H 4.89210 1.83470 4.30700 0.12 -0.06 0.00
H 4.12720 3.00460 5.38460 0.04 0.12 0.12
H 4.03350 3.21620 3.62890 0.06 0.11 -0.09
H 1.35820 3.18050 2.37590 0.05 0.34 0.27
H 1.99770 4.06230 -2.45180 0.04 0.15 -0.11
H 2.06640 5.63330 -0.64660 -0.03 -0.11 0.10
H -0.20740 4.98910 1.26670 -0.11 -0.07 0.09
H -0.35210 5.57290 -0.38950 -0.15 0.01 -0.06
H 0.31760 6.63050 0.85900 -0.01 0.12 0.08
H 2.07790 5.08770 2.32180 -0.01 -0.05 0.18
H 2.99540 6.26030 1.39290 0.04 0.09 0.00
H 3.43090 4.54690 1.33150 0.18 -0.04 0.07
H 0.43120 1.75530 -3.74440 0.07 -0.04 0.04
H 3.45230 1.50460 -3.40160 0.11 -0.03 0.07
H 2.58350 2.80510 -4.21880 0.09 0.17 -0.05
H 2.60420 1.19080 -4.91620 -0.02 -0.04 -0.09
H 0.42840 -0.47910 -2.47980 0.03 -0.11 -0.10
H 2.13730 -0.61090 -2.90150 0.14 -0.06 0.05
H 0.92710 -0.52230 -4.17220 -0.05 -0.05 -0.06
H -3.45030 2.43240 3.44690 -0.17 -0.02 0.08
H 0.29100 3.44970 4.20110 -0.11 0.04 -0.07
H -2.37310 2.91270 5.58100 -0.16 0.00 0.04
H -0.84880 3.35380 6.35660 0.03 0.14 0.11
H -1.00460 1.79810 5.53410 -0.05 -0.19 0.10
H -2.35130 4.96700 3.97680 -0.13 0.00 0.01
H -0.81840 5.41510 3.22730 -0.01 0.08 -0.06
H -0.98030 5.45020 4.98240 -0.01 0.14 0.10
H -4.58920 0.84720 1.86880 0.18 0.01 -0.09
H -3.17130 1.06130 -0.82140 -0.05 0.09 -0.08
H -4.25980 2.26270 -0.11350 -0.03 0.12 -0.03
H -4.88840 0.69130 -0.63360 -0.15 -0.05 -0.09
H -2.67700 -1.17670 0.60860 -0.25 -0.16 -0.01
H -4.43340 -1.35970 0.64660 0.03 -0.06 -0.09
H -3.50600 -1.30620 2.16060 0.07 -0.06 0.03
Br -2.80360 2.23030 -6.13810 0.03 -0.01 0.11
C -2.94000 0.52960 -5.28780 -0.02 0.12 -0.20
C -3.47320 -0.51990 -6.01610 0.00 0.08 -0.08
C -3.56610 -1.76860 -5.42390 0.00 0.03 -0.03
C -3.13150 -1.95360 -4.12500 0.03 0.03 0.13
C -2.59790 -0.88990 -3.40880 0.03 0.06 0.10
C -2.49980 0.36810 -3.98950 0.06 -0.06 0.03
C -2.10810 -1.13540 -1.99700 -0.37 -0.87 -0.14
O -2.29990 -2.23320 -1.48960 -0.17 -0.04 -0.07
O -1.50980 -0.15130 -1.44650 1.14 0.74 1.39
H -3.80230 -0.36140 -7.03380 -0.01 0.01 0.00
H -3.97490 -2.59370 -5.98760 -0.03 -0.09 -0.03
H -3.18920 -2.91450 -3.63940 0.00 -0.10 0.05
H -2.07010 1.17930 -3.42120 0.00 0.09 0.00
O 0.20500 -1.88240 -0.19970 0.74 -3.11 0.71
N 0.29890 -2.67250 -1.20890 0.02 -0.82 -1.69
C 0.16410 -3.96980 -1.06790 0.08 2.37 0.99
C -0.08860 -4.63500 0.15530 -0.14 -0.13 1.09
N -0.25190 -5.17860 1.15420 -0.04 -0.05 -0.07
C 0.19870 -4.79900 -2.20150 0.12 -0.46 -1.32
N 0.18820 -5.53860 -3.08240 0.05 0.14 0.12
F -0.49190 -1.16590 2.36880 0.13 -0.19 -0.91
B -0.66480 -1.08550 3.82330 -0.06 0.01 -0.15
F 0.03300 -2.09830 4.40320 0.49 -0.72 0.20
F -2.00390 -1.15780 4.09280 -0.90 -0.10 0.04
F -0.16550 0.13610 4.20690 0.43 0.95 0.32
```
Forces are in eV/Å.